Record 1
The following is a DFT calculation (the ωB97M-V functional and the def2-TZVPD basis) of C11H8BiCl4NO4S2 as an isolated structure in a non-equilibrium geometry.

Last column: natural (NBO) charge in e.
Positions of all 31 atoms, in Å:
Bi1 -6.431 -11.515 -8.795  1.714
Cl1 -11.760 -8.300 -5.683  0.001
C1 -10.792 -9.350 -6.626  -0.157
C2 -11.367 -10.088 -7.715  -0.128
Cl2 -13.097 -10.330 -7.566  -0.037
C3 -10.584 -10.729 -8.541  -0.053
Cl3 -11.365 -11.945 -9.578  -0.079
C4 -9.162 -10.789 -8.569  0.246
O1 -8.607 -11.529 -9.354  -0.749
C5 -8.460 -9.951 -7.452  0.314
O2 -7.223 -10.018 -7.385  -0.740
C6 -9.474 -9.305 -6.549  -0.163
Cl4 -8.669 -8.316 -5.409  0.005
O3 -0.424 -12.389 -11.815  -0.987
S1 -0.773 -10.943 -11.669  1.237
C7 0.149 -10.300 -10.245  -0.661
C8 1.639 -9.936 -10.708  -0.423
C9 1.741 -10.454 -12.137  -0.416
C10 0.494 -10.200 -12.869  -0.539
H1 -0.042 -11.092 -9.617  0.244
H2 -0.460 -9.596 -9.630  0.271
H3 2.363 -10.503 -10.121  0.250
H4 1.492 -8.708 -11.147  0.211
H5 2.228 -11.612 -12.131  0.213
H6 2.609 -9.949 -12.850  0.204
H7 0.447 -10.721 -13.631  0.191
H8 0.702 -8.926 -12.860  0.204
O4 -5.977 -10.007 -9.886  -1.174
S2 -1.730 -6.720 -3.146  -0.488
C11 -2.302 -7.357 -4.511  0.037
N1 -2.756 -7.923 -5.405  -0.547

## Properties
- HOMO-LUMO gap (eV) = 5.4796
- total charge = -2
- energy relative to the best compared isomer or geometry (same formula, charge and spin) (kcal per mole) = 0.0
- spin multiplicity = 1
- highest occupied orbital energy (eV) = -1.85



Record 2
The following is a DFT calculation (the ωB97M-V functional and the def2-TZVPD basis) of the molecule C11H8F2N2O3S in a non-equilibrium geometry.

Last column: natural (NBO) charge in e.
Positions of all 27 atoms, in Å:
O1 2.997 -0.777 4.426  -0.581
C1 2.423 -0.280 3.487  0.576
C2 2.647 1.123 3.194  -0.236
C3 2.151 1.563 2.013  -0.184
C4 1.461 0.596 1.089  -0.086
S1 0.866 1.361 -0.495  2.055
O2 -0.381 2.124 -0.189  -0.925
O3 1.729 2.486 -0.870  -0.902
C5 0.579 0.055 -1.654  -0.683
C6 -0.883 -0.374 -1.618  -0.090
C7 -1.851 0.633 -1.900  -0.174
C8 -3.160 0.320 -1.956  -0.193
C9 -3.571 -0.982 -1.779  -0.257
C10 -2.658 -2.010 -1.456  0.332
F1 -3.141 -3.185 -1.328  -0.283
C11 -1.291 -1.747 -1.345  0.338
F2 -0.465 -2.837 -1.197  -0.312
N1 1.338 -0.684 1.377  -0.175
N2 1.744 -1.063 2.593  -0.386
H1 3.083 1.882 3.887  0.256
H2 2.210 2.597 1.750  0.251
H3 0.835 0.528 -2.609  0.278
H4 1.349 -0.700 -1.450  0.279
H5 -1.483 1.546 -2.211  0.231
H6 -3.952 1.032 -2.282  0.226
H7 -4.647 -1.219 -2.055  0.235
H8 2.070 -1.988 2.578  0.411

## Properties
- HOMO-LUMO gap (eV) = 8.8271
- total charge = 0
- energy relative to the best compared isomer or geometry (same formula, charge and spin) (kcal per mole) = 38.6
- spin multiplicity = 1
- highest occupied orbital energy (eV) = -9.46



Record 3
The following is a DFT calculation (the ωB97M-V functional and the def2-TZVPD basis) of C11H8I2N4O3PdS as an isolated structure in a non-equilibrium geometry.

Last column: natural (NBO) charge in e.
Positions of all 30 atoms, in Å:
Pd1 -0.710 0.760 0.584  0.660
I1 0.979 -1.331 1.663  0.224
C1 2.497 -0.223 0.706  -0.706
I2 1.814 1.767 0.394  0.364
H1 2.699 -0.664 -0.264  0.266
H2 3.373 -0.190 1.341  0.246
N1 -2.570 0.211 0.043  -0.681
C2 -1.809 -0.472 -0.941  0.059
C3 -0.964 0.308 -1.761  -0.219
C4 0.016 -0.334 -2.514  -0.219
C5 0.147 -1.707 -2.469  -0.255
C6 -0.757 -2.469 -1.697  -0.130
C7 -1.724 -1.873 -0.933  -0.249
S1 1.427 -2.516 -3.428  2.424
O1 1.706 -3.706 -2.648  -0.996
O2 0.760 -2.740 -4.693  -0.972
O3 2.480 -1.518 -3.445  -1.007
H3 -3.045 1.079 -0.186  0.434
H4 -3.142 -0.393 0.622  0.427
H5 -1.124 1.375 -1.860  0.239
H6 0.701 0.231 -3.133  0.268
H7 -0.623 -3.544 -1.694  0.266
H8 -2.372 -2.455 -0.288  0.230
N2 -1.425 2.216 1.853  -0.574
C8 -0.751 2.538 2.770  0.457
C9 0.012 2.933 3.819  -0.512
C10 -0.177 2.338 5.101  0.284
N3 -0.336 1.838 6.125  -0.302
C11 1.036 3.896 3.572  0.287
N4 1.883 4.647 3.361  -0.314

## Properties
- HOMO-LUMO gap (spin up / spin down) (eV) = 5.5796 / 5.5781
- total charge = 0
- spin multiplicity = 1
- highest occupied orbital energy (spin up / spin down) (eV) = -8.94 / -8.94



Record 4
The following is a DFT calculation (the ωB97M-V functional and the def2-TZVPD basis) of the molecule C11H9ClN4O5 in a non-equilibrium geometry.

Last column: natural (NBO) charge in e.
Positions of all 30 atoms, in Å:
C1 4.421 2.006 0.578  -0.188
O1 4.188 1.448 -0.428  -0.443
C2 3.087 0.727 -0.599  0.700
N1 2.939 -0.151 -1.602  -0.523
C3 1.559 -0.432 -1.850  0.702
O2 1.253 -1.337 -2.837  -0.477
C4 0.081 -1.860 -2.757  -0.233
N2 0.615 -0.236 -0.979  -0.627
C5 0.895 0.470 0.139  0.779
O3 0.087 0.779 0.920  -0.391
C6 -1.268 0.462 1.058  0.377
C7 -2.012 0.538 -0.338  -0.150
C8 -3.325 0.386 -0.396  -0.254
C9 -3.862 -0.478 0.695  0.077
Cl1 -5.635 -0.877 0.414  -0.020
C10 -3.264 -0.682 2.003  -0.168
C11 -1.875 -0.374 2.006  0.013
N3 -1.414 -0.635 3.112  0.408
O4 -1.748 -1.647 3.824  -0.328
O5 -0.241 0.031 3.465  -0.400
N4 2.105 0.979 0.060  -0.589
H1 4.118 1.531 1.529  0.174
H2 5.318 2.362 0.432  0.184
H3 3.757 3.001 0.569  0.110
H4 -0.794 -1.135 -3.208  0.168
H5 0.185 -2.632 -3.779  0.172
H6 -0.197 -2.544 -1.981  0.194
H7 -1.565 1.286 -1.282  0.268
H8 -3.763 0.321 -1.330  0.242
H9 -3.644 -1.306 2.562  0.225

## Properties
- HOMO-LUMO gap (eV) = 6.8739
- total charge = 0
- energy relative to the best compared isomer or geometry (same formula, charge and spin) (kcal per mole) = 269.7
- spin multiplicity = 1
- highest occupied orbital energy (eV) = -9.56



Record 5
The following is a DFT calculation (the ωB97M-V functional and the def2-TZVPD basis) of C11H9N4O7 as an isolated structure in a non-equilibrium geometry.

Last column: natural (NBO) charge in e.
Positions of all 31 atoms, in Å:
C1 -0.286 1.115 -1.754  -0.625
C2 -0.214 -0.149 -0.938  -0.271
C3 -1.356 -1.075 -1.343  0.580
O1 -2.417 -0.662 -1.822  -0.544
C4 -1.085 -2.547 -1.096  -0.559
C5 0.209 -2.989 -1.696  -0.047
O2 1.341 -2.044 -1.523  -0.521
C6 1.162 -0.792 -0.968  0.786
O3 2.142 -0.121 -0.635  -0.599
H1 0.556 1.757 -1.473  0.233
H2 -0.255 0.843 -2.832  0.200
H3 -1.234 1.623 -1.505  0.256
H4 -1.037 -2.734 -0.021  0.261
H5 -1.935 -3.108 -1.488  0.231
H6 0.543 -3.947 -1.282  0.198
H7 0.084 -3.068 -2.781  0.176
O4 -2.595 2.222 0.199  -0.451
N1 -1.679 2.810 0.829  0.510
C7 -0.403 2.140 1.014  -0.162
C8 -0.309 0.690 0.832  -0.178
C9 0.627 0.159 1.766  -0.016
N2 1.121 -1.145 1.783  0.405
O5 0.626 -2.201 1.432  -0.463
O6 2.456 -1.097 2.242  -0.175
N3 2.773 0.216 2.639  -0.152
C10 1.660 0.964 2.342  0.312
N4 1.619 2.287 2.352  -0.534
C11 0.566 2.852 1.744  0.133
O7 -1.821 3.956 1.313  -0.461
H8 -1.291 0.116 0.802  0.257
H9 0.432 3.930 1.868  0.218

## Properties
- HOMO-LUMO gap (eV) = 7.1279
- total charge = -1
- energy relative to the best compared isomer or geometry (same formula, charge and spin) (kcal per mole) = 11.8
- spin multiplicity = 1
- highest occupied orbital energy (eV) = -4.60



Record 6
The following is a DFT calculation (the ωB97M-V functional and the def2-TZVPD basis) of C12Cl9O2Zr as an isolated structure in a non-equilibrium geometry.

Last column: Löwdin charge in e.
Positions of all 24 atoms, in Å:
Zr1 0.224 0.827 0.105  1.795
Cl1 1.026 1.029 6.622  0.745
C1 0.450 0.669 5.060  -0.691
C2 -0.805 0.069 4.898  -0.693
Cl2 -1.764 -0.313 6.253  0.746
C3 -1.294 -0.214 3.616  -0.619
Cl3 -2.819 -0.935 3.367  0.778
C4 -0.531 0.119 2.500  -0.357
O1 -0.954 -0.093 1.223  -0.288
C5 0.746 0.713 2.664  -0.337
O2 1.439 1.007 1.516  -0.256
C6 1.235 0.981 3.941  -0.617
Cl4 2.774 1.704 4.090  0.775
Cl5 1.198 2.365 -1.941  0.722
C7 1.926 0.782 -2.235  -0.652
C8 1.349 -0.170 -1.400  -0.416
C9 2.006 -1.377 -1.191  -0.663
Cl6 1.355 -2.134 0.225  0.780
C10 3.125 -1.725 -1.948  -0.686
Cl7 3.946 -3.194 -1.715  0.768
C11 3.605 -0.782 -2.885  -0.669
Cl8 4.987 -1.164 -3.797  0.769
C12 3.042 0.509 -3.013  -0.694
Cl9 3.736 1.692 -4.026  0.759

## Properties
- HOMO-LUMO gap (eV) = 6.7692
- total charge = +1
- energy relative to the best compared isomer or geometry (same formula, charge and spin) (kcal per mole) = 13.1
- spin multiplicity = 1
- highest occupied orbital energy (eV) = -12.05



Record 7
The following is a DFT calculation (the ωB97M-V functional and the def2-TZVPD basis) of the molecule C12H10 in a non-equilibrium geometry.

Last column: natural (NBO) charge in e.
Positions of all 22 atoms, in Å:
C1 2.440 2.497 -0.325  -0.233
C2 1.350 2.524 -1.145  -0.202
C3 0.369 1.600 -1.039  -0.202
C4 0.456 0.536 -0.104  -0.032
C5 -0.508 -0.572 -0.001  -0.014
C6 -0.230 -1.905 -0.334  -0.221
C7 -1.225 -2.851 -0.132  -0.191
C8 -2.569 -2.503 0.280  -0.221
C9 -2.821 -1.207 0.580  -0.206
C10 -1.886 -0.255 0.501  -0.216
C11 1.670 0.442 0.703  -0.230
C12 2.609 1.453 0.594  -0.178
H1 3.286 3.229 -0.486  0.218
H2 1.079 3.411 -1.779  0.214
H3 -0.343 1.753 -1.666  0.201
H4 0.852 -2.040 -0.582  0.223
H5 -0.829 -3.710 -0.293  0.198
H6 -3.400 -3.246 0.398  0.223
H7 -3.801 -1.015 1.288  0.212
H8 -2.005 0.776 0.822  0.218
H9 1.852 -0.357 1.408  0.223
H10 3.652 1.442 1.311  0.215

## Properties
- HOMO-LUMO gap (eV) = 9.5492
- total charge = 0
- energy relative to the best compared isomer or geometry (same formula, charge and spin) (kcal per mole) = 44.5
- spin multiplicity = 1
- highest occupied orbital energy (eV) = -8.64



Record 8
The following is a DFT calculation (the ωB97M-V functional and the def2-TZVPD basis) of C12H10BN10O2PtS as an isolated structure.

Last column: natural (NBO) charge in e.
Positions of all 37 atoms, in Å:
Pt1 1.066 -0.602 -0.501  0.845
C1 -2.086 -3.220 -1.199  -0.362
C2 -0.920 -2.576 -1.609  -0.009
N1 -0.727 -1.482 -0.875  -0.295
N2 -1.739 -1.401 0.011  -0.295
C3 -2.563 -2.440 -0.162  0.000
B1 -1.829 -0.242 1.047  0.558
N3 -1.805 1.117 0.354  -0.362
C4 -2.842 1.951 0.115  -0.039
C5 -2.360 3.030 -0.590  -0.369
C6 -0.985 2.758 -0.744  -0.053
N4 -0.670 1.608 -0.173  -0.294
N5 -0.608 -0.422 1.984  -0.308
C7 -0.572 -0.342 3.321  -0.003
C8 0.735 -0.484 3.739  -0.360
C9 1.462 -0.659 2.560  -0.017
N6 0.641 -0.628 1.516  -0.289
H1 -2.513 -4.124 -1.595  0.227
H2 -0.216 -2.825 -2.385  0.237
H3 -3.438 -2.543 0.458  0.218
H4 -2.855 -0.338 1.669  -0.048
H5 -3.833 1.717 0.467  0.205
H6 -2.917 3.879 -0.949  0.215
H7 -0.217 3.339 -1.230  0.230
H8 -1.483 -0.192 3.875  0.217
H9 1.111 -0.473 4.747  0.225
H10 2.513 -0.834 2.401  0.246
O1 3.716 -0.878 0.422  -0.457
N7 2.992 -0.041 -0.151  0.068
C10 3.580 0.959 -0.811  -0.196
C11 4.996 0.983 -0.948  0.287
N8 6.142 1.005 -1.057  -0.339
C12 2.799 2.038 -1.304  0.296
N9 2.213 2.952 -1.690  -0.357
O2 1.017 -0.017 -4.834  -0.943
S1 0.652 0.070 -3.421  1.365
N10 1.544 -0.641 -2.459  -1.042

## Properties
- HOMO-LUMO gap (eV) = 8.0088
- total charge = -1
- energy relative to the best compared isomer or geometry (same formula, charge and spin) (kcal per mole) = 0.0
- spin multiplicity = 1
- highest occupied orbital energy (eV) = -5.43



Record order is preserved below.
E_tot: -3631.27237 -1356.99703 -1990.04339 -1479.46330 -1170.06567 -4796.31860 -463.17853 -1703.78581 Ha